{"formula": "C22H13BaCl2F5N4O4S", "method": "ωB97M-V with the def2-TZVPD basis set", "species": ["Ba", "N", "C", "S", "N", "N", "C", "C", "C", "C", "C", "C", "N", "H", "H", "H", "H", "H", "H", "H", "Cl", "C", "C", "C", "Cl", "C", "O", "C", "C", "O", "C", "H", "H", "H", "C", "C", "O", "O", "H", "H", "H", "F", "C", "C", "C", "F", "C", "F", "C", "F", "C", "F"], "xyz": [[9.6818, 11.5113, 12.7370], [13.0912, 13.4362, 15.9902], [12.0325, 13.1956, 15.2210], [10.9116, 11.9839, 15.6865], [12.0359, 14.1042, 14.1473], [10.9953, 14.1148, 13.3484], [10.8168, 15.0001, 12.4048], [9.4711, 15.1460, 11.8351], [8.9093, 16.4334, 11.5858], [7.5523, 16.5038, 11.3019], [6.8360, 15.2823, 11.1726], [7.4180, 14.0900, 11.4923], [8.6902, 14.0547, 11.8918], [13.3934, 12.7400, 16.7042], [13.8918, 13.9616, 15.6517], [11.7282, 15.5776, 12.0371], [9.5314, 17.3143, 11.7225], [7.0846, 17.5106, 11.1243], [5.7893, 15.3994, 10.9296], [6.9135, 13.1042, 11.4075], [15.4440, 5.8056, 14.0577], [14.6318, 7.2780, 13.8319], [15.1791, 8.5563, 14.2170], [14.3429, 9.6502, 14.1503], [14.9406, 11.1613, 14.7774], [13.0304, 9.5642, 13.5502], [12.3633, 10.6586, 13.3144], [12.5220, 8.2397, 13.1440], [11.1688, 7.9720, 12.6230], [10.0549, 8.4423, 12.9609], [13.2958, 7.1716, 13.3678], [16.1706, 8.6004, 14.7168], [11.1587, 7.1323, 11.9340], [12.8895, 6.1564, 13.1665], [5.3582, 10.1544, 12.6252], [6.5881, 11.0205, 12.6247], [7.2036, 11.1734, 11.5284], [6.9780, 11.4825, 13.7381], [4.8531, 10.2311, 11.6117], [4.5858, 10.4782, 13.3404], [5.5354, 9.0934, 12.7485], [10.0734, 10.1286, 10.1412], [10.4897, 11.0183, 9.1795], [11.0027, 12.2194, 9.6307], [11.2516, 13.2224, 8.7020], [11.7244, 14.3837, 9.1553], [11.1007, 12.9741, 7.3587], [11.2335, 13.9850, 6.5078], [10.7267, 11.6744, 6.9331], [10.4639, 11.4891, 5.6030], [10.4354, 10.6314, 7.8417], [9.9080, 9.4405, 7.4480]], "forces_ev_per_a": [[0.6, 0.1, -0.1], [2.3, -0.8, 2.5], [-1.3, 1.1, -2.5], [0.2, 0.7, 0.1], [1.0, -0.7, 0.9], [-1.9, -0.1, 0.1], [2.4, -0.3, 0.3], [-0.7, 0.1, 1.1], [0.0, -0.7, -0.1], [0.4, -0.1, -0.5], [-0.7, 2.4, 0.1], [0.2, -0.4, -0.1], [0.5, -0.2, -0.7], [-1.0, 0.7, -1.1], [-0.7, 0.1, -0.5], [-1.4, -0.2, 0.6], [-0.1, -0.1, -0.2], [0.3, -1.3, 0.2], [-0.1, -0.5, -0.1], [0.3, 1.0, 0.2], [1.1, -1.0, 0.3], [-1.6, 1.9, -0.1], [-0.7, -1.6, 0.4], [0.4, -0.9, -0.3], [-0.2, -0.2, -0.3], [-2.2, 2.9, -1.1], [1.2, -2.7, 0.3], [-0.8, 3.1, 0.5], [-2.1, 0.9, 1.5], [2.7, -0.2, -0.9], [2.5, -2.3, 0.1], [-0.8, 0.1, -0.6], [-0.1, -0.5, -0.4], [0.5, 0.7, 0.0], [-2.2, 0.4, -1.6], [1.0, -0.1, 0.8], [-0.3, -0.3, 0.4], [-0.1, -0.2, -0.8], [0.6, -0.1, 0.9], [0.6, -0.1, 0.1], [0.4, -0.1, 0.3], [-0.1, -0.6, -0.1], [1.1, 1.1, -0.1], [-0.8, -0.1, 0.0], [-0.3, -2.9, 1.1], [0.3, 1.2, -0.3], [-0.3, -1.3, 0.7], [0.1, 0.5, -1.4], [-0.4, 0.1, 0.1], [0.2, 0.0, 0.2], [-0.4, 1.4, 0.3], [0.4, 0.4, -0.2]], "mulliken_charge": [1.266, -0.397, 0.284, -0.446, -1.419, 0.865, -0.439, 0.446, -0.771, -0.130, -0.778, -0.453, 0.351, 0.272, 0.266, 0.248, 0.378, 0.301, 0.368, 0.455, -0.300, 0.306, -0.550, 0.481, -0.245, -0.286, -0.367, 0.773, -0.340, -0.568, -0.753, 0.341, 0.299, 0.278, -1.247, 1.019, -0.821, -0.778, 0.271, 0.310, 0.272, -0.242, 0.798, -0.338, 0.146, -0.349, -0.031, -0.334, 0.504, -0.345, -0.256, -0.313], "gap_ev": 6.04, "total_charge": -2, "relative_energy_kcal_mol": 0.0, "e_homo_ev": -1.9, "molar_mass_g_mol": 732.661, "largest_force_ev_per_a": 3.79}

{"formula": "C22H13N4O4Pt", "method": "ωB97M-V with the def2-TZVPD basis set", "species": ["Pt", "O", "C", "O", "C", "C", "C", "C", "C", "C", "C", "C", "C", "N", "H", "H", "H", "H", "H", "H", "O", "N", "O", "C", "C", "C", "C", "C", "C", "N", "C", "C", "N", "C", "C", "C", "C", "H", "H", "H", "H", "H", "H", "H"], "xyz": [[-1.0571, -0.1935, -0.3694], [-4.8591, 0.7563, -0.8007], [-3.6891, 0.7505, -0.8836], [-2.9475, -0.0836, -0.0612], [-2.8098, 1.5638, -1.7632], [-3.2181, 2.6618, -2.4613], [-2.2412, 3.4110, -3.1291], [-0.9044, 3.0064, -3.1314], [0.0897, 3.7209, -3.8433], [1.3826, 3.2590, -3.8801], [1.7158, 2.0599, -3.2373], [0.7629, 1.3196, -2.5512], [-0.5365, 1.8043, -2.4590], [-1.5183, 1.1250, -1.7495], [-4.2640, 2.9427, -2.4519], [-2.5209, 4.3250, -3.6420], [-0.1881, 4.6223, -4.3759], [2.1379, 3.8026, -4.4312], [2.7286, 1.6847, -3.3075], [1.0281, 0.3509, -2.1392], [3.4613, -3.5783, 4.5669], [2.9267, -3.8553, 3.5297], [3.1347, -4.8291, 2.8414], [1.9972, -2.8257, 2.9684], [1.7314, -1.7647, 3.7663], [0.8636, -0.7097, 3.3293], [0.4636, 0.4077, 4.0973], [-0.4081, 1.3279, 3.5545], [-0.8815, 1.1680, 2.2505], [-0.4886, 0.1265, 1.5172], [0.3541, -0.8062, 2.0464], [0.6310, -1.9129, 1.2253], [-0.0049, -1.8714, 0.0113], [0.0816, -2.9188, -0.8186], [0.8536, -4.0204, -0.4735], [1.5243, -4.0624, 0.7349], [1.4237, -2.9734, 1.6463], [2.1859, -1.7214, 4.7489], [0.8309, 0.5309, 5.1097], [-0.7496, 2.1825, 4.1227], [-1.5739, 1.8710, 1.8058], [-0.4669, -2.8698, -1.7530], [0.9088, -4.8547, -1.1597], [2.1100, -4.9296, 1.0000]], "forces_ev_per_a": [[0.3, 0.2, -0.3], [-0.1, 0.0, 0.0], [0.0, 0.0, 0.0], [0.0, 0.0, 0.1], [0.2, 0.0, -0.1], [-0.1, -0.1, 0.0], [0.0, 0.0, 0.0], [0.0, 0.0, 0.0], [0.1, 0.0, 0.0], [0.0, 0.0, 0.0], [0.0, 0.0, 0.0], [0.0, 0.0, 0.0], [-0.1, 0.0, 0.0], [-0.2, 0.1, -0.1], [0.0, 0.0, 0.0], [0.0, 0.0, 0.0], [0.0, 0.0, 0.0], [0.0, 0.0, 0.0], [0.0, 0.0, 0.0], [0.0, 0.0, 0.0], [-0.2, -0.1, 0.2], [0.6, 0.3, -0.3], [-0.2, -0.1, 0.1], [-0.2, 0.0, 0.1], [0.0, 0.0, 0.0], [0.0, 0.0, 0.0], [0.0, 0.0, 0.0], [0.0, 0.0, 0.0], [0.0, 0.0, 0.0], [0.0, -0.1, 0.2], [0.0, 0.0, -0.1], [-0.1, 0.1, -0.1], [0.0, -0.2, 0.2], [0.0, 0.1, 0.0], [0.0, 0.0, 0.0], [0.0, 0.0, 0.0], [0.0, -0.1, 0.0], [0.0, 0.0, 0.0], [0.0, 0.0, 0.0], [0.0, 0.0, 0.0], [0.0, 0.0, 0.0], [0.0, 0.0, 0.0], [0.0, 0.0, 0.0], [0.0, 0.0, 0.0]], "mulliken_charge": [0.945, -0.345, 0.393, -0.516, 0.543, -0.707, -0.230, 0.887, -0.837, -0.768, -0.705, -0.800, 1.210, -0.131, 0.522, 0.529, 0.454, 0.452, 0.452, 0.421, -0.545, 1.068, -0.594, -0.699, -0.676, 0.842, -0.475, -0.930, 0.077, -0.196, -0.042, 0.719, -0.537, 0.002, -0.835, -0.190, 0.511, 0.611, 0.551, 0.457, 0.471, 0.519, 0.467, 0.656], "gap_ev": [5.26, 5.26], "total_charge": 3, "e_homo_ev": [-18.9, -18.9], "molar_mass_g_mol": 592.448, "largest_force_ev_per_a": 0.74}

{"formula": "C22H15AsCaO4", "method": "ωB97M-V with the def2-TZVPD basis set", "species": ["O", "C", "Ca", "O", "C", "C", "O", "C", "O", "C", "C", "C", "C", "C", "C", "As", "C", "C", "C", "C", "C", "C", "C", "C", "C", "C", "C", "C", "H", "H", "H", "H", "H", "H", "H", "H", "H", "H", "H", "H", "H", "H", "H"], "xyz": [[-3.7773, 2.7777, 0.6764], [-3.5313, 1.7774, 0.3480], [-2.9226, -0.0556, -0.2416], [-4.4491, 0.5483, -2.9806], [-3.9943, 0.3219, -2.0355], [-4.2665, -0.8101, 1.1882], [-4.8799, -1.2035, 2.0021], [-2.7655, -1.9290, -0.8909], [-2.5794, -2.9626, -1.2385], [3.2095, -3.0992, -1.4565], [2.2221, -3.5339, -0.5928], [1.2081, -2.6681, -0.1886], [1.1941, -1.3439, -0.6678], [2.2063, -0.9245, -1.5446], [3.1954, -1.8132, -1.9192], [-0.3124, -0.2600, -0.1261], [0.1189, -0.2272, 1.8308], [-0.9069, -0.5218, 2.7420], [-0.6278, -0.5283, 4.0820], [0.6398, -0.2603, 4.5433], [1.6468, 0.0169, 3.6355], [1.3844, 0.0278, 2.2711], [0.0487, 1.4497, -1.1373], [0.5190, 2.5632, -0.4976], [0.7086, 3.7173, -1.2294], [0.4248, 3.7607, -2.5794], [-0.0599, 2.6377, -3.2040], [-0.2682, 1.4644, -2.5141], [4.0127, -3.8117, -1.7749], [2.2182, -4.5811, -0.2068], [0.4138, -3.0133, 0.4931], [2.1958, 0.1230, -1.9294], [3.9969, -1.4552, -2.6289], [-1.9709, -0.7504, 2.3720], [-1.4559, -0.7518, 4.8198], [0.8594, -0.2620, 5.6384], [2.6835, 0.2385, 3.9976], [2.1980, 0.2533, 1.5466], [0.7381, 2.5257, 0.5886], [1.1035, 4.6342, -0.7071], [0.5852, 4.7093, -3.1563], [-0.2978, 2.6666, -4.3092], [-0.6662, 0.5534, -3.0185]], "forces_ev_per_a": [[-1.1, 4.6, 1.5], [-1.3, 2.3, 0.7], [6.1, 2.2, 0.9], [-2.7, 1.3, -5.6], [0.2, -0.5, 1.3], [-1.7, -0.9, 1.3], [-1.8, -1.1, 2.3], [0.3, -5.9, -2.0], [0.3, -1.5, -0.5], [1.0, -1.5, -0.2], [-0.6, -1.0, 0.9], [-0.2, 0.3, -0.1], [0.2, -0.8, -0.4], [-1.0, 1.2, 0.2], [1.4, 1.3, -1.4], [3.1, -0.2, 0.1], [-1.7, 0.2, -1.2], [-1.1, 0.0, -1.5], [-2.0, -0.6, 1.7], [0.8, 0.1, 1.1], [1.4, 0.3, 0.4], [1.5, 0.5, -0.4], [-1.1, -1.6, 0.2], [0.2, 0.2, 1.3], [0.8, 1.8, 0.9], [0.4, 1.5, -0.4], [-0.7, -0.4, -2.5], [-0.4, -0.9, 0.8], [-0.9, 0.8, 0.3], [0.1, 1.0, -0.4], [0.5, 0.1, -0.3], [0.1, -1.0, 0.3], [-1.0, -0.5, 0.9], [1.5, 0.3, 0.6], [1.1, 0.3, -0.9], [-0.3, 0.0, -1.1], [-1.1, -0.3, -0.4], [-0.6, -0.2, 0.6], [-0.1, 0.1, -0.8], [-0.5, -1.1, -0.7], [-0.2, -1.1, 0.6], [0.3, 0.0, 1.4], [0.5, 0.8, 0.3]], "mulliken_charge": [0.038, -0.155, 2.628, 0.047, -0.531, -0.460, 0.031, -0.063, -0.032, -0.444, -0.600, -0.502, 0.428, 0.004, -0.523, 0.608, 0.496, -0.135, -0.555, -0.505, -0.615, -0.113, 0.353, -0.562, -0.503, -0.506, -0.607, -0.136, 0.355, 0.362, 0.294, 0.280, 0.349, -0.122, 0.337, 0.381, 0.370, 0.423, 0.341, 0.369, 0.389, 0.351, 0.437], "gap_ev": 5.49, "total_charge": 2, "e_homo_ev": -14.5, "molar_mass_g_mol": 458.358, "largest_force_ev_per_a": 6.50}